{
  "formula": "C4H9NO2S",
  "method": "ωB97M-V/def2-TZVPD",
  "symbols": ["C", "C", "C", "C", "S", "N", "O", "O", "H", "H", "H", "H", "H", "H", "H", "H", "H"],
  "coordinates": [[-1.34858, 0.17411, -1.26420], [-0.34090, 0.53124, -0.15223], [-1.11044, 0.48828, 1.20718], [0.76169, -0.56703, -0.16571], [1.72999, -0.46316, -1.79811], [1.63202, -0.29479, 0.91779], [1.31511, -0.78719, 1.96486], [2.55700, 0.49762, 0.85062], [-1.83148, -0.78161, -0.76331], [-0.74603, -0.04774, -2.20517], [-2.14133, 1.05310, -1.32949], [0.13159, 1.53849, -0.27926], [-2.09809, 0.96636, 0.91833], [-1.11382, -0.64970, 1.53907], [-0.54879, 0.97912, 1.88954], [0.29267, -1.69117, -0.18833], [2.85941, -0.94594, -1.14157]],
  "fmax_ev_per_a": 4.6,
  "smiles": "CC(C)[C@@H](S)[N+](=O)[O-]",
  "spin_multiplicity": 1,
  "de_lowest_ev": 5.099
}